Entry i
15
Properties=species:S:1:pos:R:3 method="wB97M-V/def2-TZVPD" lumo_energy_ev=0.47 orbital_gap_ev=9.33
C -0.511 2.212 -0.799
C 0.016 0.876 -0.592
C 0.042 -0.587 1.200
C 0.463 -1.696 0.151
H -1.586 2.153 -0.900
H -0.324 2.845 0.180
H -0.080 2.714 -1.729
H -0.487 0.195 -1.245
H 0.999 0.868 -0.795
H -0.446 -1.891 -0.403
H 1.169 -1.335 -0.663
H 0.236 -3.164 1.401
O -0.342 0.583 0.759
O 0.970 -2.794 0.663
S -0.119 -0.979 2.772

***

Entry ii
15
Properties=species:S:1:pos:R:3 method="wB97M-V/def2-TZVPD" lumo_energy_ev=0.80 orbital_gap_ev=9.42
C -0.314 -1.667 1.481
C 0.882 -1.396 0.648
C 0.290 0.448 -0.482
C -0.548 2.419 -1.339
H -0.278 -2.711 1.744
H -0.127 -1.115 2.438
H -1.224 -1.396 1.017
H 1.762 -1.649 1.320
H 0.994 -1.799 -0.376
H -1.568 1.335 -1.719
H -0.978 3.545 -0.804
H 0.206 2.682 -2.350
O 1.073 -0.044 0.447
O 0.426 1.767 -0.499
S -0.597 -0.417 -1.528

***

Most stable: entry i. Least stable: entry ii.

***

Entry i
24
Properties=species:S:1:pos:R:3 method="wB97M-V/def2-TZVPD" lumo_energy_ev=0.28 orbital_gap_ev=9.92
C 4.441 -0.086 0.105
C 3.854 1.140 0.563
C 2.680 1.665 0.223
C 2.044 -0.586 -0.772
C -3.570 1.243 -0.116
C -4.535 0.153 -0.570
C -4.267 -1.130 -0.474
C -2.285 -0.733 0.867
H 3.665 -1.950 -0.563
H 4.448 1.773 1.450
H 2.200 2.664 0.348
H 0.934 1.023 -1.377
H -1.872 1.173 1.168
H -5.546 0.425 -0.943
H -4.903 -1.838 -0.918
H -2.949 -2.581 0.567
N 3.362 -0.951 -0.243
N 1.892 0.855 -0.827
N -2.566 0.603 0.705
N -3.168 -1.570 0.252
O 5.653 -0.300 0.340
O 1.306 -1.401 -1.242
O -3.511 2.415 -0.377
O -1.297 -1.119 1.543

***

Entry ii
24
Properties=species:S:1:pos:R:3 method="wB97M-V/def2-TZVPD" lumo_energy_ev=-0.42 orbital_gap_ev=7.47
C -1.025 -0.878 0.828
C -0.981 -1.684 -0.434
C -1.589 -1.177 -1.524
C -2.347 0.876 -0.152
C 2.148 -0.747 -0.404
C 1.335 -0.891 0.783
C 0.838 0.179 1.445
C 1.709 1.645 -0.236
H -1.912 0.725 1.867
H -0.193 -2.524 -0.659
H -1.227 -1.568 -2.625
H -2.542 0.608 -2.039
H 2.955 0.804 -1.561
H 1.000 -1.822 1.229
H 0.339 0.138 2.394
H 0.827 2.183 1.476
N -1.848 0.185 0.921
N -2.357 -0.071 -1.256
N 2.376 0.612 -0.743
N 0.962 1.432 0.837
O -0.244 -1.112 1.708
O -2.850 2.002 -0.312
O 2.637 -1.689 -0.966
O 1.991 2.772 -0.577

***

Most stable: entry i. Least stable: entry ii.

***

Entry i
167
Properties=species:S:1:pos:R:3 method="wB97M-V/def2-TZVPD" lumo_energy_ev=-0.25 orbital_gap_ev=10.08
C 5.260 0.544 3.033
C 5.497 1.766 3.999
O 4.229 2.447 3.914
C 3.495 1.945 2.946
O 2.521 2.466 2.431
O 3.996 0.827 2.485
H 5.267 -0.415 3.549
H 6.085 0.560 2.322
H 6.421 2.288 3.757
H 5.608 1.362 5.005
C 0.254 4.940 -0.495
C 1.037 5.791 0.516
O 1.291 7.003 -0.231
C 0.745 6.924 -1.461
O 0.585 7.866 -2.217
O 0.223 5.669 -1.676
H -0.762 4.902 -0.098
H 0.690 3.943 -0.536
H 1.965 5.249 0.700
H 0.509 5.903 1.461
C 1.660 -2.875 -1.741
C 1.852 -4.017 -2.698
O 3.257 -4.249 -2.633
C 3.878 -3.225 -2.026
O 5.059 -3.286 -1.679
O 3.016 -2.315 -1.662
H 1.486 -3.163 -0.704
H 0.846 -2.194 -1.988
H 1.332 -3.891 -3.645
H 1.475 -4.891 -2.166
C -3.459 5.053 -1.605
C -2.734 6.243 -2.149
O -3.497 6.645 -3.290
C -4.260 5.650 -3.630
O -4.919 5.542 -4.657
O -4.184 4.727 -2.750
H -4.085 5.444 -0.803
H -2.716 4.337 -1.256
H -1.663 6.183 -2.348
H -2.735 7.005 -1.367
C -0.226 -5.384 0.481
C -1.561 -6.025 0.903
O -1.460 -7.277 0.187
C -0.480 -7.285 -0.687
O -0.106 -8.207 -1.359
O 0.203 -6.069 -0.640
H 0.603 -5.428 1.187
H -0.437 -4.340 0.247
H -2.409 -5.382 0.672
H -1.597 -6.272 1.962
C -4.511 0.563 2.370
C -4.818 -0.649 3.184
C -4.006 -1.918 2.908
O -3.283 -2.131 4.060
C -3.471 -1.221 4.963
O -2.896 -1.192 6.012
O -4.460 -0.346 4.555
H -4.923 0.423 1.369
H -3.442 0.770 2.354
H -5.191 1.350 2.695
H -5.887 -0.859 3.152
H -3.332 -1.762 2.066
H -4.725 -2.690 2.633
C -0.701 1.737 4.280
C -1.368 3.088 3.980
C -0.514 4.066 3.174
O -1.485 4.588 2.297
C -2.571 3.837 2.220
O -3.408 3.880 1.336
O -2.448 2.821 3.119
H -1.401 1.114 4.838
H 0.208 1.945 4.848
H -0.320 1.087 3.492
H -1.716 3.547 4.906
H 0.222 3.457 2.646
H -0.051 4.813 3.815
C 2.567 -2.560 6.012
C 1.038 -2.707 5.922
C 0.339 -1.498 5.328
O -0.170 -1.977 4.094
C 0.023 -3.356 4.015
O -0.414 -3.991 3.087
O 0.719 -3.778 5.087
H 3.138 -2.399 5.097
H 3.048 -3.389 6.530
H 2.657 -1.677 6.647
H 0.658 -3.041 6.889
H 0.999 -0.632 5.377
H -0.525 -1.224 5.935
C -2.675 2.198 -4.542
C -1.542 3.084 -4.943
C -0.695 3.549 -3.817
O 0.691 3.327 -4.145
C 0.638 2.445 -5.288
O 1.612 1.932 -5.768
O -0.591 2.386 -5.780
H -3.077 1.526 -5.299
H -3.448 2.841 -4.119
H -2.306 1.529 -3.762
H -1.907 3.889 -5.581
H -0.919 3.253 -2.791
H -0.924 4.616 -3.784
C -1.834 -0.720 -7.078
C -1.641 -1.644 -5.863
C -0.214 -2.208 -5.703
O 0.211 -1.884 -4.401
C -0.689 -1.028 -3.851
O -0.496 -0.401 -2.837
O -1.744 -0.857 -4.694
H -1.758 -1.112 -8.091
H -1.043 0.027 -7.008
H -2.776 -0.182 -6.974
H -2.310 -2.502 -5.948
H 0.474 -1.603 -6.299
H -0.009 -3.169 -6.174
C 5.767 -5.478 3.084
C 5.313 -4.746 1.856
C 4.127 -5.362 1.157
O 3.284 -4.199 0.921
C 3.780 -3.096 1.541
O 3.411 -1.957 1.481
O 4.959 -3.440 2.117
H 6.716 -5.010 3.346
H 5.698 -6.559 3.188
H 5.105 -5.094 3.865
H 6.165 -4.646 1.181
H 3.610 -5.978 1.894
H 4.443 -5.977 0.317
C 2.900 0.813 -2.425
C 4.173 1.397 -1.854
C 4.807 0.603 -0.685
O 6.065 0.062 -1.222
C 6.287 0.687 -2.404
O 7.302 0.588 -3.072
O 5.181 1.303 -2.853
H 3.005 -0.174 -2.873
H 2.462 1.489 -3.159
H 2.118 0.694 -1.672
H 3.810 2.365 -1.506
H 4.123 -0.195 -0.401
H 4.918 1.283 0.159
C -1.091 -1.635 0.407
C -0.952 -0.313 1.214
C 0.489 0.365 1.136
O 0.138 1.439 0.343
C -1.157 1.535 -0.002
O -1.630 2.473 -0.548
O -1.817 0.528 0.551
H -0.859 -1.513 -0.650
H -2.085 -2.045 0.579
H -0.342 -2.317 0.814
H -1.243 -0.373 2.263
H 1.228 -0.377 0.834
H 0.781 0.697 2.132
C -5.132 1.759 -1.551
C -5.247 0.346 -2.124
C -3.912 -0.377 -2.300
O -4.044 -1.494 -1.389
C -5.222 -1.506 -0.706
O -5.701 -2.350 0.059
O -5.870 -0.408 -1.102
H -4.559 2.452 -2.167
H -4.393 1.729 -0.746
H -6.067 2.082 -1.097
H -5.859 0.255 -3.021
H -2.980 0.073 -1.955
H -3.664 -0.810 -3.268

***

Entry ii
167
Properties=species:S:1:pos:R:3 method="wB97M-V/def2-TZVPD" lumo_energy_ev=-0.73 orbital_gap_ev=9.24
C 17.113 -23.352 -18.145
C 17.921 -24.480 -17.477
O 18.526 -23.859 -16.335
C 18.094 -22.581 -16.229
O 18.394 -21.852 -15.335
O 17.384 -22.217 -17.303
H 16.037 -23.498 -18.130
H 17.476 -23.164 -19.153
H 18.668 -24.920 -18.131
H 17.274 -25.269 -17.094
C 20.114 -14.074 -12.618
C 20.931 -12.876 -12.155
O 19.942 -11.877 -11.910
C 18.783 -12.494 -11.626
O 17.805 -11.993 -11.166
O 18.843 -13.787 -12.011
H 20.464 -15.043 -12.272
H 20.005 -14.160 -13.701
H 21.673 -12.473 -12.842
H 21.518 -13.098 -11.259
C 13.144 -19.602 -16.712
C 12.966 -20.801 -15.790
O 13.305 -20.242 -14.520
C 13.216 -18.875 -14.604
O 13.450 -18.149 -13.699
O 12.875 -18.502 -15.853
H 12.494 -19.660 -17.582
H 14.181 -19.513 -17.046
H 13.683 -21.573 -16.069
H 11.959 -21.214 -15.779
C 23.283 -15.184 -15.411
C 23.055 -14.941 -16.908
O 23.168 -13.506 -16.951
C 22.737 -13.005 -15.768
O 22.451 -11.876 -15.553
O 22.639 -14.022 -14.877
H 24.323 -15.258 -15.084
H 22.762 -16.041 -14.990
H 22.057 -15.315 -17.145
H 23.833 -15.248 -17.598
C 23.584 -16.529 -11.942
C 23.241 -17.060 -10.538
O 23.186 -15.884 -9.730
C 23.292 -14.777 -10.503
O 23.141 -13.670 -10.095
O 23.551 -15.109 -11.779
H 22.806 -16.836 -12.638
H 24.568 -16.831 -12.285
H 24.019 -17.737 -10.195
H 22.270 -17.547 -10.490
C 16.078 -19.794 -11.839
C 15.361 -20.809 -10.985
C 15.443 -22.257 -11.473
O 15.791 -22.982 -10.299
C 16.080 -22.136 -9.283
O 16.452 -22.490 -8.215
O 15.937 -20.847 -9.671
H 17.157 -19.960 -11.822
H 15.889 -18.775 -11.506
H 15.709 -19.867 -12.864
H 14.314 -20.513 -10.884
H 16.243 -22.377 -12.210
H 14.517 -22.581 -11.941
C 21.932 -22.312 -14.987
C 21.359 -21.418 -13.924
C 21.069 -22.163 -12.609
O 21.882 -21.458 -11.641
C 22.622 -20.516 -12.245
O 23.435 -19.844 -11.697
O 22.283 -20.396 -13.548
H 22.585 -21.803 -15.705
H 21.189 -22.863 -15.562
H 22.638 -23.051 -14.586
H 20.450 -20.934 -14.276
H 21.450 -23.181 -12.617
H 20.040 -22.077 -12.277
C 15.706 -12.788 -20.587
C 16.920 -12.533 -19.742
C 16.942 -13.222 -18.375
O 18.305 -13.657 -18.250
C 18.903 -13.648 -19.445
O 19.999 -14.063 -19.665
O 18.132 -13.055 -20.379
H 15.697 -12.183 -21.489
H 14.836 -12.529 -19.973
H 15.547 -13.841 -20.823
H 17.125 -11.464 -19.674
H 16.264 -14.071 -18.338
H 16.775 -12.482 -17.598
C 23.543 -18.570 -16.448
C 24.694 -18.978 -15.563
C 26.027 -19.347 -16.244
O 26.914 -18.306 -15.854
C 26.333 -17.511 -14.941
O 26.822 -16.544 -14.462
O 25.048 -17.887 -14.711
H 23.515 -19.240 -17.314
H 23.672 -17.568 -16.858
H 22.603 -18.631 -15.903
H 24.364 -19.832 -14.970
H 25.934 -19.356 -17.330
H 26.396 -20.313 -15.905
C 16.755 -19.897 -20.567
C 16.732 -18.415 -20.285
C 15.698 -17.632 -21.123
O 14.895 -16.952 -20.152
C 15.312 -17.280 -18.910
O 14.863 -16.750 -17.940
O 16.253 -18.229 -18.928
H 17.434 -20.342 -19.836
H 17.295 -20.075 -21.501
H 15.773 -20.357 -20.587
H 17.702 -17.935 -20.400
H 15.136 -18.234 -21.834
H 16.205 -16.852 -21.696
C 17.327 -18.611 -15.602
C 18.527 -18.046 -16.358
C 18.622 -16.528 -16.425
O 19.462 -16.267 -15.287
C 20.129 -17.367 -14.912
O 21.034 -17.347 -14.135
O 19.688 -18.448 -15.597
H 17.411 -19.695 -15.599
H 16.441 -18.220 -16.106
H 17.371 -18.300 -14.556
H 18.567 -18.478 -17.356
H 17.703 -15.977 -16.256
H 19.121 -16.238 -17.347
C 21.147 -15.344 -22.718
C 21.596 -16.643 -22.103
C 22.784 -16.578 -21.135
O 22.159 -16.689 -19.830
C 20.928 -17.180 -19.977
O 20.195 -17.485 -19.085
O 20.549 -17.172 -21.270
H 20.719 -14.677 -21.969
H 20.397 -15.543 -23.486
H 21.956 -14.846 -23.255
H 21.827 -17.373 -22.879
H 23.412 -15.695 -21.150
H 23.390 -17.485 -21.185
C 20.891 -21.044 -18.228
C 21.002 -21.244 -19.716
C 21.583 -22.620 -20.087
O 20.578 -23.253 -20.885
C 19.485 -22.462 -20.959
O 18.489 -22.756 -21.540
O 19.651 -21.366 -20.212
H 20.413 -21.901 -17.752
H 20.252 -20.192 -17.975
H 21.845 -20.788 -17.765
H 21.462 -20.397 -20.221
H 21.795 -23.257 -19.228
H 22.503 -22.582 -20.670
C 14.999 -14.963 -13.830
C 14.636 -13.501 -13.870
C 15.439 -12.589 -12.933
O 14.444 -11.665 -12.445
C 13.220 -12.158 -12.681
O 12.190 -11.665 -12.350
O 13.298 -13.318 -13.388
H 15.131 -15.319 -12.814
H 15.914 -15.090 -14.422
H 14.279 -15.538 -14.413
H 14.711 -13.111 -14.891
H 16.214 -12.042 -13.455
H 15.767 -13.138 -12.054

***

Most stable: entry ii. Least stable: entry i.